(1)
Entry from the OMol25 dataset: a molecular structure, C24H31EuN11O4 (wB97M-V/def2-TZVPD).

Computed properties:
HOMO level (spin up / spin down)   -3.85 / -6.28 eV
ΔE to the lowest compared entry with this formula, charge and spin   91.7 kJ/mol
Expectation value of S²   15.813

Geometry as ORCA input:
```
! RIJCOSX wB97M-V def2-TZVPD def2/J DEFGRID3
* xyz 0 8
Eu -0.1503 -0.4066 -0.1566
O -3.6136 3.8903 0.3342
C -3.6011 3.7054 -1.0012
C -4.5532 4.3589 -1.7692
C -4.5637 4.2293 -3.1540
C -3.6181 3.4261 -3.7887
C -2.6848 2.7432 -3.0332
C -2.6531 2.8543 -1.6259
C -1.7068 2.0662 -0.8717
O -1.1473 1.0147 -1.4431
N -1.3936 2.4435 0.4022
N -0.4942 1.6076 0.9967
C 0.0020 2.0560 2.1807
C 0.9203 1.3400 2.9757
C 1.3304 1.9303 4.2042
C 2.1557 1.2936 5.1022
C 2.6230 0.0094 4.8110
C 2.2670 -0.5952 3.6061
C 1.4611 0.0319 2.6434
O 1.2244 -0.5903 1.5050
H -2.8023 3.4631 0.6985
H -5.2823 4.9765 -1.2589
H -5.3064 4.7581 -3.7387
H -3.6187 3.3366 -4.8691
H -1.9525 2.1046 -3.5110
H -0.3460 3.0131 2.5585
H 0.9655 2.9267 4.4311
H 2.4490 1.7851 6.0223
H 3.2700 -0.5090 5.5104
H 2.6578 -1.5723 3.3377
N 3.2267 1.0463 -2.9130
C 2.1543 1.2015 -2.0967
N 1.5244 2.3910 -2.1091
O 1.7507 0.2603 -1.4021
H 3.6616 1.8233 -3.3743
H 3.7519 0.1964 -2.8179
H 1.8386 3.1689 -2.6577
H 0.7101 2.5025 -1.5219
C -0.2710 -1.3755 -5.9218
C -0.3941 -0.1951 -4.9812
N -0.2342 -0.6763 -3.6211
C -0.7369 -1.8690 -3.1790
N -0.7058 -2.0941 -1.8881
C -1.2274 -3.3757 -1.3996
C -1.0721 -4.4842 -2.4241
C -1.7416 -4.0287 -3.7020
N -1.1628 -2.7613 -4.1178
C -1.3209 -2.3909 -5.5182
H 0.7240 -1.8160 -5.8257
H -0.4227 -1.0693 -6.9569
H -1.3666 0.2914 -5.1241
H 0.3824 0.5464 -5.1705
H -0.2333 0.0393 -2.9040
H -2.2877 -3.2638 -1.1509
H -0.7013 -3.6320 -0.4803
H -1.5249 -5.4074 -2.0613
H -0.0116 -4.6633 -2.6157
H -2.8222 -3.9257 -3.5473
H -1.5893 -4.7491 -4.5067
H -2.3223 -1.9772 -5.6903
H -1.2322 -3.2994 -6.1147
N -1.5813 -3.7592 5.5286
C -1.1178 -2.8890 4.6099
N -0.0862 -2.1170 4.9323
N -1.7340 -2.8741 3.4528
C -1.5201 -2.1530 2.4078
N -1.4985 -1.6184 1.3731
H -1.1908 -3.8119 6.4496
H -2.3918 -4.3050 5.3043
H 0.3703 -2.2068 5.8226
H 0.3704 -1.5079 4.2531
*
```

(2)
Entry from the OMol25 dataset: 4 unconnected molecules or ions with the total composition C24H42FNO10PS3 (wB97M-V/def2-TZVPD).

Computed properties:
HOMO level   -10.94 eV

Geometry as ORCA input:
```
! RIJCOSX wB97M-V def2-TZVPD def2/J DEFGRID3
* xyz 1 1
O 4.6780 2.1079 1.2884
P 3.4692 1.3276 1.9573
N 1.8888 2.1535 1.6161
C 1.1253 2.6290 2.8555
C -0.3353 3.3511 2.6583
C -1.2530 3.8513 3.9221
C -2.7676 3.2396 3.7871
C -2.8451 1.6529 3.3798
F -2.4571 0.7155 4.4734
C -0.9804 3.6135 1.1389
C -0.1002 3.0769 -0.1414
C 1.3448 2.3213 0.1894
C 2.1840 1.7481 -1.0974
C 1.4421 0.3249 -1.5425
C 0.4392 -0.5377 -0.5284
C -0.3331 -1.9432 -1.0048
C -0.1469 -2.5622 -2.5217
C 0.8775 -1.7547 -3.5276
C 1.6517 -0.3514 -3.0501
H 3.7218 1.1796 3.3761
H 3.3939 0.0186 1.3217
H 1.5443 2.4959 3.9499
H -0.7598 3.4236 4.9164
H -1.2962 5.0239 4.0442
H -3.4397 3.9445 3.1004
H -3.2578 3.3262 4.8717
H -2.2720 1.3594 2.4027
H -3.9960 1.4235 3.1606
H -2.0241 4.1602 0.9685
H -0.5074 3.2142 -1.2316
H 2.0584 2.5268 -1.9764
H 3.3338 1.6361 -0.9126
H 0.2229 -0.2035 0.5764
H -1.0619 -2.4870 -0.2362
H -0.7508 -3.5287 -2.7868
H 1.0268 -2.2203 -4.6110
H 2.3596 0.1413 -3.8542
O -1.0434 -3.6032 -5.7846
S -2.0829 -4.3868 -6.4192
O -2.7192 -5.5021 -5.7527
O -1.5575 -4.8806 -7.8803
C -0.3253 -5.5821 -7.9603
C -0.4857 -7.0315 -7.5418
C -3.3473 -3.2839 -6.9994
H 0.4478 -5.0817 -7.3675
H -0.0037 -5.5458 -9.0065
H -0.7112 -7.1092 -6.4741
H 0.4323 -7.5937 -7.7355
H -1.3131 -7.5024 -8.0820
H -2.8789 -2.4688 -7.5536
H -3.8771 -2.8898 -6.1294
H -4.0382 -3.8409 -7.6348
O 1.1457 -9.0045 -1.7190
S 0.8848 -7.5885 -1.8740
O 1.3320 -6.8475 -3.0333
O 1.3782 -6.8082 -0.5316
C 2.7143 -6.9939 -0.0875
C 3.6896 -6.1719 -0.9089
C -0.8559 -7.3086 -1.6660
H 2.9846 -8.0551 -0.0966
H 2.7546 -6.6596 0.9546
H 3.7484 -6.5436 -1.9361
H 4.6929 -6.2156 -0.4755
H 3.3688 -5.1267 -0.9612
H -1.1905 -7.8176 -0.7604
H -1.3706 -7.7180 -2.5380
H -1.0358 -6.2341 -1.5983
O -0.9315 6.7349 5.7379
S -1.1923 8.1509 5.5829
O -0.7451 8.8919 4.4236
O -0.6989 8.9312 6.9253
C 0.6372 8.7455 7.3694
C 1.6125 9.5675 6.5480
C -2.9330 8.4308 5.7909
H 0.9075 7.6843 7.3603
H 0.6774 9.0798 8.4115
H 1.6712 9.1959 5.5208
H 2.6158 9.5238 6.9814
H 1.2917 10.6127 6.4957
H -3.2676 7.9218 6.6965
H -3.4477 8.0214 4.9189
H -3.1129 9.5053 5.8586
*
```

(3)
Entry from the OMol25 dataset: a single C5H8O4 molecule (wB97M-V/def2-TZVPD).

Computed properties:
SMILES   CC(=O)O/C(O)=C(\C)O
HOMO level   -7.79 eV
ΔE to the lowest compared entry with this formula, charge and spin   212.6 kJ/mol

Geometry as ORCA input:
```
! RIJCOSX wB97M-V def2-TZVPD def2/J DEFGRID3
* xyz 0 1
C -1.6504 1.6634 -0.4471
C 1.8673 0.6058 0.1325
C 0.0194 -1.0147 0.7546
C -1.3551 0.1994 -0.3480
C 1.1639 -0.7099 0.0748
O -0.8587 -0.0741 1.1432
O -0.4065 -2.3076 0.7629
O 1.9415 -1.7185 -0.4267
O -1.8619 -0.6740 -0.9858
H -1.3643 -2.3151 0.5961
H 1.4740 -2.5595 -0.3266
H -0.9111 2.1606 -1.0709
H -1.6323 2.1446 0.5251
H -2.6536 1.7874 -0.8566
H 2.9424 0.4354 0.0507
H 1.7270 1.1146 1.1093
H 1.5585 1.2623 -0.6874
*
```

(4)
Entry from the OMol25 dataset: a molecular structure, C12H33As2OS4Si3V (wB97M-V/def2-TZVPD).

Computed properties:
HOMO level (spin up / spin down)   -3.51 / -3.18 eV
Expectation value of S²   0.926

Geometry as ORCA input:
```
! RIJCOSX wB97M-V def2-TZVPD def2/J DEFGRID3
* xyz -1 2
V 0.5501 2.1943 0.0902
S 1.4623 3.8812 1.5351
As 2.4722 3.9361 -0.4715
S 2.9801 1.8041 -0.5311
S 0.6889 3.8254 -1.7422
S 3.9463 5.4027 -0.7455
C -3.5603 2.6967 -0.3565
C -2.3490 3.1342 0.4081
C -2.4057 4.3018 1.3356
O -1.2823 2.5417 0.2352
H -4.2784 3.5127 -0.4540
H -4.0660 1.8760 0.1618
H -3.2832 2.3464 -1.3506
H -3.2967 4.2730 1.9689
H -2.4571 5.2195 0.7401
H -1.4992 4.3563 1.9346
C -2.4734 -0.5342 1.5348
Si -1.6969 -1.2164 -0.0287
C -2.5727 -0.5750 -1.5573
C -1.8963 -3.0805 0.0030
As 0.4781 -0.3491 -0.1037
Si 1.5866 -1.1116 1.8490
C 3.4293 -1.1211 1.6048
C 1.1185 0.1087 3.1773
C 0.9960 -2.8281 2.3224
Si 1.4872 -1.2575 -2.0523
C 1.0384 -0.0640 -3.4051
C 0.7471 -2.9489 -2.4029
C 3.3283 -1.4887 -1.8922
H -3.5656 -0.5660 1.4529
H -2.1743 0.4926 1.7366
H -2.1903 -1.1376 2.4021
H -3.6537 -0.5332 -1.3884
H -2.3943 -1.2375 -2.4084
H -2.2374 0.4226 -1.8470
H -2.9774 -3.2686 0.0437
H -1.4465 -3.5543 0.8747
H -1.5093 -3.5734 -0.8893
H 3.7744 -0.1906 1.1498
H 3.7628 -1.9607 0.9949
H 3.8855 -1.2177 2.5965
H 1.3525 1.1335 2.8718
H 1.6871 -0.1002 4.0896
H 0.0534 0.0576 3.4168
H 1.0393 -3.5317 1.4886
H -0.0255 -2.8206 2.7077
H 1.6482 -3.2096 3.1165
H -0.0351 -0.0919 -3.6099
H 1.5707 -0.3276 -4.3251
H 1.3061 0.9573 -3.1229
H -0.2890 -2.8930 -2.7443
H 0.7835 -3.6100 -1.5347
H 1.3347 -3.4185 -3.2001
H 3.8456 -0.5907 -1.5583
H 3.6889 -1.7479 -2.8948
H 3.5733 -2.3182 -1.2266
*
```

(5)
Entry from the OMol25 dataset: a single C7H8F2N2O3 molecule (wB97M-V/def2-TZVPD).

Computed properties:
HOMO level   -8.53 eV
ΔE to the lowest compared entry with this formula, charge and spin   93.9 kJ/mol

Geometry as ORCA input:
```
! RIJCOSX wB97M-V def2-TZVPD def2/J DEFGRID3
* xyz 0 1
C -0.1440 0.2071 0.1193
C -0.1635 0.0250 1.4493
C 0.3344 -0.6621 -0.9510
C 0.2663 2.5801 -0.2387
C -0.3360 -2.2002 1.5211
C 0.9323 -2.0060 -0.5738
C -0.3759 3.7943 -0.9450
N -0.6130 1.5355 -0.3112
N 0.0193 -2.8742 0.2159
O -0.2915 0.3167 2.5358
O 0.2491 -0.3580 -2.1334
O 1.2675 2.6205 0.4319
F 0.6135 -2.7375 2.4226
F 1.2898 -2.7060 -1.6663
H -1.2125 -2.5571 1.8429
H 1.8665 -1.8844 0.1216
H -1.1548 3.4385 -1.7060
H 0.2108 4.5628 -1.3715
H -0.8610 4.1198 0.0867
H -1.4150 1.8138 -0.9367
H 0.3868 -3.9245 0.3669
H -0.8691 -3.1038 -0.2804
*
```